13
Properties=species:S:1:pos:R:3:nbo_charge:R:1 method="wB97M-V/def2-TZVPD" fmax_ev_per_a=6.7 e_tot_ev=-11646.8366 orbital_gap_ev=9.1
O -1.99448 1.41557 0.58233 -0.318
N -3.16828 0.72863 1.01731 0.097
N -2.96950 -0.53186 0.54110 0.002
N -1.79031 -0.54083 0.05525 -0.412
N 0.04864 0.90956 -0.60466 -0.416
N 0.85617 -0.47894 -0.58342 -0.546
C 2.23094 -0.02576 0.05313 -0.423
C -1.12869 0.55051 -0.03711 0.624
H 2.79848 -0.96361 -0.16844 0.190
H 2.27546 0.01865 1.12608 0.198
H -1.15956 -1.29135 0.06479 0.441
H 2.70747 0.94710 -0.41204 0.206
H 1.29368 -0.73767 -1.63432 0.357

---

13
Properties=species:S:1:pos:R:3:nbo_charge:R:1 method="wB97M-V/def2-TZVPD" fmax_ev_per_a=7.7 e_tot_ev=-11646.5080 orbital_gap_ev=8.5
O 2.45021 -0.24290 -0.03397 -0.618
N -0.29347 0.81830 0.00901 -0.277
N 1.34244 -1.13043 0.04644 -0.275
N -2.17158 -0.52760 -0.14587 -0.263
N -1.03172 -1.23043 0.27310 -0.404
N 0.46935 1.92379 0.00341 -0.617
C -1.72714 0.64102 -0.05750 0.182
C 0.14854 -0.43937 -0.00990 0.442
H -1.17597 -2.42296 -0.46365 0.381
H 3.07838 -0.90155 -0.39284 0.481
H 1.26614 1.67264 -0.70630 0.384
H 1.04831 2.05056 0.93117 0.365
H -2.55205 1.35923 0.00512 0.221

---

13
Properties=species:S:1:pos:R:3:nbo_charge:R:1 method="wB97M-V/def2-TZVPD" fmax_ev_per_a=6.4 e_tot_ev=-11645.8635 orbital_gap_ev=9.1
O -0.40613 -1.11360 0.10734 -0.402
N 0.67775 0.13717 1.77095 -0.693
N 0.36234 0.43709 -1.33658 -0.584
N -2.12057 -0.22414 -1.42473 -0.935
N 1.00767 -0.70438 0.47751 -0.016
N 2.35017 1.08430 -0.29501 -0.648
C 1.33224 0.42030 -0.46741 0.516
C -0.67764 -0.35626 -0.97726 0.736
H 0.76722 -0.52847 2.65883 0.370
H -0.70557 0.27792 1.70448 0.356
H -2.63046 0.81481 -1.84910 0.502
H 2.59340 0.99809 0.66581 0.360
H -2.55044 -1.24284 -1.03484 0.439

---

14
Properties=species:S:1:pos:R:3:nbo_charge:R:1 method="wB97M-V/def2-TZVPD" fmax_ev_per_a=5.7 e_tot_ev=-12584.2061 orbital_gap_ev=10.2
N -1.14839 -0.72702 -0.81237 -0.834
N 0.66427 -0.65908 -2.33514 -0.823
N 0.82530 0.30496 -0.27835 -0.618
N -0.94751 0.32831 1.55640 -0.403
N -0.01762 1.28256 3.17519 -0.064
N 0.91036 1.25173 2.22111 -0.339
N -1.10952 0.74928 2.80902 -0.056
C 0.04608 -0.41139 -1.12827 0.596
C 0.31194 0.65472 1.23260 0.502
H 1.66809 -0.62683 -2.37787 0.388
H 1.78076 0.55026 -0.45939 0.415
H -1.55859 -0.15423 0.88711 0.477
H 0.22859 -1.31223 -2.96078 0.397
H -1.65377 -1.23103 -1.52927 0.360

---

9
Properties=species:S:1:pos:R:3:nbo_charge:R:1 method="wB97M-V/def2-TZVPD" fmax_ev_per_a=5.2 e_tot_ev=-5690.5263 orbital_gap_ev=11.5
O 0.54596 0.89445 -1.23749 -0.646
N -1.29033 -0.51398 -0.51350 -0.657
C 0.63118 -0.31989 0.85198 -0.691
C -0.14154 -0.01040 -0.43381 0.470
H 1.02447 -1.32808 0.72368 0.238
H -1.72004 -0.10296 -1.35474 0.333
H -0.28425 1.30769 -0.74114 0.496
H -0.13592 -0.36287 1.62208 0.233
H 1.37047 0.43605 1.08295 0.224

---

9
Properties=species:S:1:pos:R:3:nbo_charge:R:1 method="wB97M-V/def2-TZVPD" fmax_ev_per_a=4.8 e_tot_ev=-5687.0095 orbital_gap_ev="8.6 / 8.6"
O -0.70536 -0.83357 0.38698 -0.411
N 0.02607 -1.85315 0.84594 -0.515
C 0.38398 0.62567 -0.49452 0.106
C -0.21855 1.77872 -0.63109 -0.495
H 0.42356 2.64505 -1.14217 0.226
H 1.27877 0.29121 -0.86748 0.180
H 0.07548 -2.73496 0.31414 0.328
H -0.06582 -2.09830 1.81668 0.337
H -1.19812 2.17933 -0.22848 0.243

---

Which energy relative to the best compared isomer or geometry (same formula, charge and spin) belongs to each record? In order, 131.6 139.2 154.1 0.0 62.3 143.4 kcal per mole.